No. 1
C7H8 | ωB97M-V/def2-TZVPD

The geometry in XYZ format:
```
15
C7H8 (ωB97M-V/def2-TZVPD)
C -1.1182 -0.6823 -1.0567
C -0.3502 -0.0681 0.1134
C -1.1705 0.0862 1.3862
C 0.9728 -0.6978 0.2986
C 2.1472 -0.1667 -0.0913
C 0.4137 1.1280 -0.2922
C 1.7397 1.1623 -0.5240
H -0.4729 -0.7714 -1.9339
H -1.9730 -0.0468 -1.3056
H -1.4764 -1.6759 -0.7730
H -1.5367 -0.8945 1.7041
H -0.5656 0.5138 2.1893
H -2.0227 0.7452 1.1953
H 3.1163 -0.6502 -0.0183
H 2.2966 2.0183 -0.8921
```

The charge is 0. The spin multiplicity is 1. The relative energy (zero: lowest compared OMol25 entry of this formula, charge and spin) is 137.8 kcal/mol. The molar mass comes out at 92.14 g/mol. As for the frontier orbital gap (alpha / beta): 8.33 / 8.34 eV. The calculation puts the HOMO energy (alpha / beta) at -8.36 / -8.36 eV. The calculation puts the total energy at -7382.773 eV.

Atom-resolved charges from Löwdin, all expressed in e: atom 1 (C): -0.028, atom 2 (C): -0.588, atom 3 (C): -0.034, atom 4 (C): 0.064, atom 5 (C): -0.100, atom 6 (C): 0.065, atom 7 (C): -0.100, atom 8 (H): 0.094, atom 9 (H): 0.089, atom 10 (H): 0.089, atom 11 (H): 0.087, atom 12 (H): 0.091, atom 13 (H): 0.088, atom 14 (H): 0.092, atom 15 (H): 0.092

=====

No. 2
C9H13NO2S | ωB97M-V/def2-TZVPD

The geometry in XYZ format:
```
26
C9H13NO2S (ωB97M-V/def2-TZVPD)
C 2.7763 2.6998 -1.4916
S 1.7422 1.3218 -0.8544
C 1.7670 0.2434 -2.3131
O 2.3370 0.6623 0.3297
N 0.4030 2.0938 -0.7233
O -0.6772 1.2311 -0.4096
C -0.6921 0.9468 0.9780
C -1.2042 -0.4577 1.1464
C -2.5118 -0.6389 0.8127
C -3.0872 -1.8715 0.6972
C -2.3744 -2.9433 1.2901
C -1.1204 -2.7568 1.8279
C -0.4674 -1.5561 1.6438
H 3.1199 2.5309 -2.4926
H 2.2302 3.6172 -1.3420
H 3.5364 2.7903 -0.7724
H 0.7504 -0.1279 -2.4073
H 1.7947 0.9000 -3.1464
H 2.4049 -0.6021 -1.9938
H -1.1108 1.6859 1.5831
H 0.3363 0.9141 1.3346
H -3.0985 0.2648 0.4983
H -4.0301 -2.1343 0.3292
H -2.8485 -3.8141 1.4854
H -0.5897 -3.6904 2.1051
H 0.6139 -1.3093 1.8850
```

The charge is 0. The spin multiplicity is 1. The relative energy (zero: lowest compared OMol25 entry of this formula, charge and spin) is 130.9 kcal/mol. The molar mass comes out at 199.28 g/mol. As for the frontier orbital gap: 9.48 eV. The calculation puts the HOMO energy at -8.90 eV. The calculation puts the total energy at -25959.026 eV.

Atom-resolved charges from Löwdin, all expressed in e: atom 1 (C): -0.120, atom 2 (S): 0.759, atom 3 (C): -0.136, atom 4 (O): -0.376, atom 5 (N): -0.261, atom 6 (O): -0.202, atom 7 (C): -0.195, atom 8 (C): -0.205, atom 9 (C): -0.068, atom 10 (C): -0.053, atom 11 (C): -0.085, atom 12 (C): -0.101, atom 13 (C): -0.025, atom 14 (H): 0.054, atom 15 (H): 0.059, atom 16 (H): 0.039, atom 17 (H): 0.059, atom 18 (H): 0.047, atom 19 (H): 0.082, atom 20 (H): 0.110, atom 21 (H): 0.086, atom 22 (H): 0.139, atom 23 (H): 0.085, atom 24 (H): 0.063, atom 25 (H): 0.114, atom 26 (H): 0.132

=====

No. 3
C4H13N2 | ωB97M-V/def2-TZVPD

The geometry in XYZ format:
```
19
C4H13N2 (ωB97M-V/def2-TZVPD)
C -1.1055 0.8357 -1.2001
N -2.3973 0.5732 -1.8611
C -0.9789 0.2184 0.1937
N 0.3809 0.3559 0.6249
C 3.4396 -0.3493 1.2956
C -1.2167 -1.2740 0.1876
H -0.3184 0.3723 -1.6696
H -0.8393 1.8755 -1.0957
H -3.2169 1.1167 -1.4775
H -2.4129 0.6946 -2.8774
H -1.7825 0.7330 0.8385
H 0.4641 1.1237 1.2147
H 2.3954 -0.4352 0.8574
H 3.7873 0.6277 1.0521
H 3.4499 -0.4327 2.4029
H 4.1094 -1.1090 0.8930
H -1.1213 -1.5950 1.2225
H -2.1639 -1.6083 -0.1981
H -0.4730 -1.7232 -0.4035
```

The charge is +1. The spin multiplicity is 1. The relative energy (zero: lowest compared OMol25 entry of this formula, charge and spin) is 155.6 kcal/mol. The molar mass comes out at 89.16 g/mol. As for the frontier orbital gap: 5.63 eV. The calculation puts the HOMO energy at -14.83 eV. The calculation puts the total energy at -7326.742 eV.

Atom-resolved charges from Löwdin, all expressed in e: atom 1 (C): -0.167, atom 2 (N): 0.088, atom 3 (C): -0.379, atom 4 (N): 0.403, atom 5 (C): -0.054, atom 6 (C): -0.010, atom 7 (H): 0.106, atom 8 (H): 0.137, atom 9 (H): 0.131, atom 10 (H): 0.115, atom 11 (H): 0.192, atom 12 (H): 0.096, atom 13 (H): -0.014, atom 14 (H): 0.001, atom 15 (H): 0.034, atom 16 (H): 0.024, atom 17 (H): 0.102, atom 18 (H): 0.106, atom 19 (H): 0.089